ORCA calculation (wB97M-V/def2-TZVPD) on 18 unconnected molecules or ions with the total composition C84H216N12O36.

Values from the calculation:
LUMO level: 0.41 eV
Relative energy (zero: lowest compared OMol25 entry of this formula, charge and spin): 5.2422 eV
Max |F|: 3.35 eV/Å
HOMO: -8.192 eV
Total charge: 0

```
348
C84H216N12O36 (wB97M-V/def2-TZVPD)
O 2.14 -2.06 0.68
O -2.34 -2.92 -1.14
O -1.60 3.46 -0.76
O -2.25 2.77 -7.41
O 5.39 -7.93 -3.01
O 5.78 0.60 3.67
O -3.55 -3.39 1.52
O 3.46 10.04 -0.39
O -9.09 0.20 5.11
O 0.70 8.34 4.43
O 0.05 1.13 4.06
O 3.32 2.37 -7.24
O -6.51 1.48 -3.64
O -1.15 -3.89 5.80
O 7.69 -4.70 -1.02
O -2.70 5.00 4.06
O 2.69 -3.52 5.04
O 3.86 -7.72 3.28
O 3.57 -1.26 4.40
O 7.61 -7.61 3.00
O -2.95 7.37 -5.26
O -0.03 -5.87 0.12
O 2.13 4.18 -2.94
O -6.75 6.49 -8.62
O 1.23 1.29 6.72
O 2.11 2.75 -0.33
O -0.99 -0.07 6.78
O -3.01 4.49 -5.11
O -0.30 0.18 -4.91
O 0.34 -1.89 4.23
O -8.26 -1.81 -1.05
O 0.91 -3.69 -4.06
O 4.91 -1.19 -3.68
O -0.28 -9.80 5.23
O -4.92 0.61 2.09
O 0.32 7.13 -1.22
N 6.72 -4.87 1.73
N 3.72 -3.82 -4.24
N -0.42 6.36 2.62
N 4.33 -7.62 -0.36
N 0.03 -7.06 3.33
N -0.13 0.74 -0.20
N 3.21 6.98 -1.65
N -9.18 0.33 -3.32
N -4.33 8.19 -7.91
N -7.68 1.18 2.67
N 0.84 -2.41 7.07
N 1.87 1.82 -4.69
C 1.03 8.27 -1.47
C 7.10 -8.87 3.38
C -5.09 1.74 -3.69
C 3.72 -8.28 1.91
C 0.13 -3.85 -2.85
C 7.41 -5.19 2.94
C -2.40 8.21 -6.31
C -1.13 -1.01 7.84
C -0.72 -7.39 4.53
C -1.02 5.11 2.27
C 3.29 -2.70 0.14
C -7.09 0.96 1.31
C 4.82 -6.48 -1.22
C -2.08 2.26 -0.06
C -1.51 2.97 -6.27
C -9.63 0.47 6.40
C -3.73 -2.29 0.64
C 6.03 -7.93 -4.32
C 1.26 9.56 4.90
C -2.56 -1.92 -0.18
C -8.54 -2.73 0.09
C 0.89 6.25 3.16
C 7.06 -6.49 3.62
C -9.24 -1.92 -2.12
C -2.18 0.50 6.28
C -4.24 1.06 3.27
C 1.50 7.62 3.50
C 1.13 1.93 4.38
C -9.07 0.63 2.79
C -0.90 -2.48 3.83
C -0.65 -11.16 4.99
C 0.33 -1.55 8.10
C 1.13 2.48 5.87
C 3.25 -8.49 4.29
C -1.02 -3.88 4.38
C 1.60 -4.89 -4.42
C -3.32 4.29 5.14
C 7.93 -4.56 -2.40
C -0.07 0.59 -3.62
C 4.44 9.02 -0.55
C 1.44 0.98 -3.56
C 5.54 -0.19 -2.80
C -1.66 4.32 3.37
C 3.88 2.78 -5.98
C 5.00 -0.17 2.82
C 4.55 -1.47 3.45
C -1.57 -0.48 -5.02
C -0.88 7.25 -0.53
C 3.75 7.61 -0.39
C 3.37 1.81 -4.86
C -6.89 0.80 -2.45
C 0.39 -4.72 0.85
C 1.66 -1.03 -0.19
C 5.64 -2.40 -3.88
C 6.89 -3.61 -0.44
C -6.33 7.66 -9.31
C -4.77 7.76 -9.21
C 2.24 7.84 -2.35
C 5.00 -3.37 -4.81
C 4.51 -7.29 1.02
C -8.42 0.98 -2.29
C -2.38 7.60 -4.00
C 7.10 -3.56 1.12
C 2.87 -4.49 -5.19
C -1.04 1.44 0.77
C 2.57 -4.15 6.31
C -8.87 -1.10 -3.38
C -1.73 4.40 -5.63
C 1.10 4.15 -2.03
C -0.73 -7.20 2.10
C 0.78 -0.08 0.59
C -5.65 1.50 1.31
C 3.98 11.29 -0.91
C -1.23 -8.87 4.68
C 2.06 -3.16 7.42
C 0.17 -7.04 0.88
C -2.27 3.87 -1.95
C -2.89 7.91 -7.74
C 3.84 3.14 -8.31
C -9.67 1.03 4.10
C 4.58 -6.81 -2.65
C 1.52 4.02 -0.55
C 3.01 -4.58 4.05
C -8.09 6.07 -9.07
H -3.37 1.63 2.96
H 3.53 4.18 -8.21
H 0.18 -0.58 1.37
H -2.67 6.92 -8.14
H 0.73 3.97 0.19
H 5.37 -7.91 -5.18
H 4.92 3.01 -8.43
H -9.36 1.47 6.75
H -3.20 5.42 -5.27
H 6.83 -8.89 4.44
H -9.41 -2.94 -2.44
H 0.18 -11.80 5.30
H 8.22 -3.57 -2.76
H 5.89 -0.67 -1.88
H 0.99 -7.37 3.36
H 4.13 -2.08 -0.15
H 3.35 2.77 -9.21
H 3.80 -9.40 4.52
H 4.82 -5.93 -3.26
H 2.49 -3.93 -6.04
H 3.52 -6.95 -2.86
H 2.18 4.85 -0.31
H 4.14 -9.28 1.98
H 0.42 9.01 -1.98
H -0.45 2.70 -6.30
H 4.52 -5.44 -1.08
H 0.41 4.96 -2.25
H -5.54 2.51 1.71
H -7.60 1.42 0.45
H 6.67 -2.20 -4.18
H -4.13 4.87 5.57
H 0.47 3.29 -2.27
H -0.18 -4.56 1.76
H 4.05 -4.88 4.16
H 2.07 1.40 4.24
H -3.28 4.20 -1.69
H 6.37 -2.82 1.45
H 6.37 0.41 -3.15
H -8.85 0.86 -4.11
H -2.44 8.58 -8.47
H 2.85 -4.21 3.04
H 5.70 -2.79 -2.86
H 1.25 -7.17 0.93
H -4.91 2.05 -4.72
H 2.16 9.38 5.49
H -2.41 0.05 -4.59
H 1.80 -5.39 -3.47
H 1.43 -4.69 1.19
H -10.18 -1.58 -1.68
H -0.96 -2.45 2.74
H -1.89 -0.55 -6.06
H 3.76 0.81 -5.01
H 4.96 2.85 -6.02
H -1.33 7.33 -3.94
H -4.49 6.72 -9.34
H -2.34 8.68 -3.87
H -1.90 5.36 1.68
H -0.40 4.43 1.66
H -2.81 -0.18 5.69
H -1.48 -11.50 5.62
H -3.03 7.21 -3.21
H -1.33 8.00 -6.34
H -1.92 -4.26 3.92
H 1.37 1.68 -5.56
H -2.56 4.09 5.91
H 5.20 0.80 4.40
H -2.48 9.25 -5.99
H 1.93 -3.80 8.30
H -1.47 0.84 1.58
H 2.86 6.05 -1.49
H 4.49 6.90 -0.02
H 1.85 7.40 -3.27
H -10.70 0.28 6.44
H 6.80 -7.16 -4.31
H 3.28 -7.91 5.21
H 0.21 0.21 4.32
H 0.62 -4.40 -2.04
H -1.50 -6.43 2.01
H 4.16 0.43 2.45
H -0.53 2.14 1.44
H -0.71 7.65 0.47
H -1.76 -1.77 7.38
H 0.84 5.69 4.09
H -0.93 4.13 4.15
H 5.25 9.08 0.16
H -7.83 -2.36 0.82
H 2.49 7.47 3.93
H -2.04 3.33 3.14
H 3.18 -2.05 4.78
H 1.90 3.25 5.93
H -2.32 -3.80 -0.77
H 3.00 7.59 0.39
H 0.45 0.73 6.71
H 7.56 -6.40 4.58
H -0.14 -7.03 5.38
H 1.28 8.67 -0.49
H 3.21 -5.49 -5.46
H -0.64 1.48 -3.36
H 5.51 -0.47 1.91
H 0.42 1.46 -0.66
H -5.18 1.46 0.33
H 0.92 -1.84 6.24
H 5.83 -3.69 -0.67
H 8.73 -5.28 -2.60
H -0.30 -0.18 -2.88
H 3.51 3.78 -5.77
H 2.10 0.12 -3.46
H 1.57 5.61 2.59
H 1.50 10.24 4.08
H 2.99 -3.19 -0.79
H 1.51 8.17 2.56
H 5.90 -6.35 -1.27
H 1.76 1.46 -2.64
H -4.87 7.68 -7.22
H 2.19 -8.73 4.18
H -1.60 -0.69 8.77
H -2.57 1.60 -0.76
H -0.02 -7.88 0.21
H -6.45 1.35 -1.62
H 6.18 -9.07 2.82
H -3.02 2.20 -7.35
H 7.23 -2.66 -0.87
H -1.93 1.27 5.56
H -8.40 5.25 -8.42
H -4.15 -1.48 1.23
H -1.68 -9.23 3.75
H -8.62 2.05 -2.29
H 1.72 -4.81 6.12
H 3.80 -3.51 0.66
H 4.23 -6.27 1.28
H 1.21 2.71 3.63
H 2.97 2.75 -0.76
H 1.45 0.60 1.12
H -9.24 -0.33 7.03
H 5.42 -1.91 3.93
H 0.32 -3.84 0.22
H 4.87 9.01 -1.55
H -1.83 2.26 -5.51
H -6.80 8.58 -8.97
H -4.33 8.35 -10.01
H 2.70 -8.33 1.52
H 2.91 -2.52 7.63
H -1.33 -8.11 2.08
H 6.92 -5.49 0.95
H 2.39 -5.48 4.12
H 3.77 2.02 -3.86
H 4.83 0.53 -2.38
H -10.74 0.81 4.13
H 5.57 -7.39 1.25
H 3.20 -3.00 -3.96
H -7.13 -0.10 1.09
H 8.10 -3.25 1.42
H -4.36 -3.52 2.02
H -3.78 3.34 4.88
H -4.49 -2.63 -0.07
H -2.32 3.12 -2.74
H -1.81 -1.97 4.15
H -9.38 -1.63 -4.18
H -1.31 6.25 -0.45
H -1.55 -6.68 4.51
H -2.83 2.68 0.61
H 7.82 -9.66 3.15
H -2.74 0.99 7.08
H -1.51 5.15 -6.39
H -0.82 -4.36 -3.05
H 4.38 -2.30 2.76
H -9.65 2.11 4.26
H 0.56 10.03 5.58
H 3.35 -4.82 6.67
H -7.02 0.94 3.39
H -2.06 -8.87 5.39
H 6.56 -8.88 -4.38
H 0.20 2.98 6.17
H -9.74 1.09 2.06
H 2.57 -0.49 -0.48
H -4.91 1.72 3.84
H -0.73 -11.41 3.93
H 1.88 3.49 -3.56
H 7.11 -4.50 3.73
H -1.63 -1.92 0.38
H -1.60 7.92 -1.00
H 1.03 -0.72 8.22
H 1.06 -2.47 3.99
H 1.22 -1.34 -1.14
H 7.10 -4.79 -3.07
H -7.86 -1.25 -3.74
H -6.46 -0.19 -2.32
H -0.99 4.50 -4.84
H -3.98 0.20 3.88
H 4.73 -2.88 -5.75
H 2.80 8.69 -2.74
H 4.84 11.24 -1.58
H -8.62 0.57 -1.30
H -6.58 7.55 -10.37
H -1.61 -1.41 -4.46
H 3.36 -7.88 -0.48
H -8.39 -3.78 -0.16
H -0.15 -4.46 4.07
H 4.29 11.90 -0.06
H -7.99 5.58 -10.04
H -0.88 6.82 3.39
H 5.75 -4.09 -5.14
H 3.19 11.85 -1.42
H 0.30 -2.11 9.03
H -1.78 4.73 -2.40
H -2.59 -0.95 -0.68
H -8.77 6.93 -9.04
H -0.41 -3.39 6.14
H -4.74 2.55 -3.04
H -9.56 -2.56 0.44
H -9.07 -0.43 2.52
H 8.48 -5.17 2.72
H 0.89 -5.48 -4.99
H 6.00 -6.62 3.84
H -4.48 0.88 -3.41
H -0.15 -2.89 -2.41
```